1.
{"formula": "C37H32BiO6S5", "method": "wB97M-V/def2-TZVPD", "charge": 1, "e_lumo_ev": -3.901, "homo_ev": -11.013, "orbital_gap_ev": 7.11, "multiplicity": 1, "species": ["Bi", "C", "C", "C", "C", "C", "C", "C", "S", "O", "C", "C", "C", "C", "C", "C", "C", "C", "C", "C", "C", "C", "C", "C", "C", "C", "C", "C", "C", "C", "S", "O", "C", "C", "C", "C", "C", "C", "C", "H", "H", "H", "H", "H", "H", "H", "H", "H", "H", "H", "H", "H", "H", "H", "H", "H", "H", "H", "H", "H", "H", "H", "H", "H", "H", "C", "S", "O", "O", "O", "H", "H", "H", "C", "O", "C", "S", "S", "H", "H", "H"], "xyz": [[-2.193, -2.029, -2.420], [6.351, -3.136, 0.017], [5.090, -2.605, -0.602], [3.916, -3.352, -0.586], [2.748, -2.869, -1.154], [2.765, -1.615, -1.737], [3.928, -0.859, -1.803], [5.081, -1.359, -1.227], [1.305, -0.965, -2.509], [0.238, -2.025, -2.228], [0.921, 0.479, -1.524], [0.663, 1.619, -2.320], [0.287, 2.790, -1.733], [0.135, 2.874, -0.331], [-0.308, 4.068, 0.292], [-0.443, 4.135, 1.646], [-0.137, 3.013, 2.449], [0.287, 1.849, 1.881], [0.426, 1.743, 0.471], [0.830, 0.525, -0.150], [1.151, -0.648, 0.713], [2.404, -0.718, 1.393], [3.367, 0.318, 1.307], [4.541, 0.234, 1.999], [4.825, -0.897, 2.794], [3.922, -1.915, 2.885], [2.686, -1.849, 2.197], [1.734, -2.893, 2.296], [0.527, -2.803, 1.671], [0.242, -1.650, 0.911], [-1.411, -1.519, 0.255], [-1.999, -2.890, 0.297], [-2.156, -0.448, 1.447], [-2.771, 0.703, 0.982], [-3.335, 1.577, 1.898], [-3.302, 1.304, 3.261], [-3.935, 2.238, 4.251], [-2.683, 0.129, 3.699], [-2.105, -0.749, 2.805], [6.132, -3.883, 0.778], [6.929, -2.334, 0.476], [6.981, -3.606, -0.741], [3.910, -4.325, -0.111], [1.833, -3.445, -1.132], [3.930, 0.113, -2.282], [5.989, -0.769, -1.255], [0.757, 1.540, -3.396], [0.080, 3.663, -2.337], [-0.535, 4.925, -0.331], [-0.781, 5.051, 2.113], [-0.243, 3.079, 3.524], [0.507, 0.992, 2.504], [3.160, 1.186, 0.694], [5.263, 1.038, 1.936], [5.760, -0.950, 3.335], [4.131, -2.785, 3.495], [1.974, -3.765, 2.893], [-0.217, -3.585, 1.740], [-2.798, 0.913, -0.078], [-3.806, 2.487, 1.547], [-4.091, 3.226, 3.821], [-3.320, 2.341, 5.145], [-4.907, 1.855, 4.567], [-2.654, -0.093, 4.759], [-1.623, -1.653, 3.153], [-5.988, -0.415, -2.945], [-5.101, -1.728, -2.191], [-5.981, -2.482, -1.371], [-4.390, -2.469, -3.271], [-3.950, -1.079, -1.421], [-6.772, -0.867, -3.549], [-5.306, 0.172, -3.551], [-6.421, 0.187, -2.149], [-3.017, 3.091, -5.355], [-2.490, 1.756, -5.265], [-2.458, 1.165, -4.084], [-2.973, 1.825, -2.682], [-1.682, -0.400, -4.319], [-2.933, 3.354, -6.404], [-2.432, 3.765, -4.732], [-4.054, 3.104, -5.028]], "atomic_forces_ev_per_a": [[0.03, -0.10, -0.08], [0.01, 0.00, 0.00], [-0.01, -0.01, 0.01], [0.01, 0.00, 0.00], [0.00, 0.00, -0.02], [0.02, 0.02, 0.02], [-0.02, 0.00, -0.01], [0.01, 0.01, 0.01], [0.02, -0.02, -0.02], [-0.08, -0.02, 0.00], [0.01, 0.03, -0.03], [0.01, 0.00, 0.00], [-0.02, 0.01, 0.02], [0.01, 0.00, -0.02], [0.00, 0.00, 0.00], [0.00, 0.00, -0.01], [0.02, -0.01, -0.01], [0.01, 0.01, 0.01], [0.02, -0.01, -0.01], [-0.02, 0.01, 0.07], [0.02, 0.01, 0.01], [0.00, 0.00, 0.00], [-0.01, -0.01, -0.01], [0.00, 0.00, -0.01], [0.01, 0.00, 0.00], [-0.01, 0.00, 0.01], [0.00, 0.02, 0.00], [0.00, -0.01, 0.00], [0.00, -0.01, 0.02], [-0.01, -0.03, -0.05], [0.01, 0.19, 0.12], [-0.02, -0.06, -0.02], [0.02, -0.04, 0.02], [0.01, 0.00, 0.02], [-0.02, -0.01, 0.00], [0.00, 0.00, -0.01], [0.00, 0.01, 0.00], [0.01, -0.01, 0.00], [-0.01, 0.01, -0.01], [0.00, -0.01, 0.00], [0.00, 0.00, 0.00], [0.01, 0.00, 0.00], [0.00, 0.00, 0.00], [-0.01, -0.01, 0.00], [0.01, 0.01, 0.00], [0.00, 0.01, 0.00], [0.00, 0.00, 0.00], [0.00, 0.01, -0.01], [0.00, 0.00, 0.00], [0.00, 0.00, 0.00], [0.00, 0.00, 0.01], [0.00, -0.01, 0.00], [0.00, 0.00, 0.00], [0.00, 0.00, 0.00], [0.00, 0.00, 0.00], [0.00, -0.01, 0.00], [0.00, -0.01, 0.00], [0.00, 0.00, 0.00], [-0.01, 0.01, -0.03], [0.00, 0.00, 0.00], [0.00, 0.01, 0.00], [0.00, 0.00, 0.00], [0.00, 0.00, 0.00], [0.00, 0.00, 0.01], [0.00, -0.01, 0.00], [0.01, -0.01, 0.04], [0.00, -0.04, -0.05], [-0.01, 0.02, 0.02], [-0.04, -0.01, 0.01], [0.03, 0.04, -0.04], [0.00, -0.01, 0.00], [0.03, 0.03, -0.03], [0.00, 0.00, 0.00], [0.00, 0.00, -0.01], [-0.02, 0.00, -0.04], [-0.05, 0.05, 0.02], [0.01, -0.08, 0.04], [0.04, 0.02, 0.04], [0.00, 0.00, 0.00], [-0.01, -0.01, 0.00], [0.00, 0.01, 0.00]]}

***

2.
{"formula": "C37H32Br2NNiP2", "method": "wB97M-V/def2-TZVPD", "charge": 1, "e_lumo_ev": [-2.631, -3.276], "homo_ev": [-10.728, -10.753], "s2": 2.009, "orbital_gap_ev": [8.10, 7.48], "multiplicity": 3, "species": ["Ni", "C", "C", "P", "C", "C", "C", "C", "C", "C", "C", "C", "C", "C", "C", "C", "P", "C", "C", "C", "C", "C", "C", "C", "C", "C", "C", "C", "C", "H", "H", "H", "H", "H", "H", "H", "H", "H", "H", "H", "H", "H", "H", "H", "H", "H", "H", "H", "H", "H", "H", "H", "H", "Br", "C", "C", "C", "C", "C", "C", "H", "H", "H", "H", "Br", "C", "C", "C", "C", "N", "C", "H", "H", "H", "H"], "xyz": [[-1.041, -0.122, -0.695], [0.887, -2.297, -0.129], [0.588, -2.033, 1.355], [-0.373, -0.479, 1.564], [0.780, 0.819, 2.117], [0.259, 2.116, 2.134], [1.036, 3.184, 2.545], [2.347, 2.971, 2.951], [2.867, 1.687, 2.951], [2.089, 0.614, 2.535], [-1.487, -0.695, 2.969], [-2.741, -0.092, 2.909], [-3.604, -0.170, 3.992], [-3.219, -0.857, 5.133], [-1.970, -1.460, 5.198], [-1.102, -1.375, 4.123], [1.378, -0.743, -0.999], [3.058, -0.351, -0.451], [3.503, 0.963, -0.582], [4.787, 1.309, -0.200], [5.632, 0.346, 0.336], [5.196, -0.963, 0.476], [3.915, -1.314, 0.077], [1.513, -1.153, -2.758], [0.381, -0.906, -3.534], [0.394, -1.144, -4.898], [1.557, -1.602, -5.499], [2.700, -1.819, -4.739], [2.683, -1.593, -3.372], [-0.028, -2.607, -0.649], [1.594, -3.121, -0.236], [1.512, -1.988, 1.935], [0.001, -2.855, 1.769], [-0.769, 2.287, 1.832], [0.619, 4.183, 2.555], [2.956, 3.804, 3.275], [3.885, 1.511, 3.272], [2.532, -0.374, 2.542], [-3.047, 0.429, 2.008], [-4.578, 0.298, 3.941], [-3.894, -0.924, 5.977], [-1.672, -1.993, 6.091], [-0.122, -1.834, 4.187], [2.838, 1.723, -0.978], [5.127, 2.330, -0.310], [6.633, 0.617, 0.643], [5.857, -1.713, 0.887], [3.588, -2.341, 0.179], [-0.508, -0.515, -3.045], [-0.492, -0.959, -5.490], [1.579, -1.777, -6.566], [3.608, -2.164, -5.214], [3.580, -1.757, -2.787], [-6.741, -3.286, -2.201], [-5.131, -2.397, -1.751], [-4.421, -1.722, -2.732], [-3.245, -1.073, -2.388], [-2.738, -1.066, -1.077], [-3.493, -1.762, -0.128], [-4.670, -2.424, -0.446], [-4.786, -1.707, -3.750], [-2.726, -0.551, -3.189], [-3.159, -1.810, 0.903], [-5.227, -2.958, 0.312], [1.014, 5.218, -1.422], [-0.471, 4.060, -1.368], [-1.754, 4.517, -1.624], [-2.802, 3.614, -1.554], [-2.538, 2.294, -1.233], [-1.292, 1.865, -0.988], [-0.278, 2.726, -1.059], [-1.924, 5.555, -1.874], [-3.818, 3.928, -1.746], [-3.320, 1.550, -1.168], [0.706, 2.330, -0.844]], "atomic_forces_ev_per_a": [[0.23, -0.08, 0.37], [0.17, -0.06, -0.08], [0.11, -0.02, 0.15], [-0.18, 0.11, -0.19], [-0.07, 0.02, 0.03], [-0.03, -0.01, -0.04], [0.02, 0.04, 0.02], [-0.01, 0.00, -0.01], [0.01, -0.02, -0.01], [0.02, -0.04, 0.04], [-0.03, 0.02, 0.00], [0.02, -0.01, 0.02], [-0.01, 0.00, 0.00], [0.00, 0.01, -0.01], [0.01, -0.01, 0.02], [0.02, -0.02, -0.02], [-0.28, -0.20, -0.12], [-0.04, 0.07, 0.02], [-0.05, -0.03, -0.01], [0.00, 0.04, 0.01], [0.03, 0.01, 0.01], [0.04, -0.01, 0.01], [-0.10, -0.02, 0.00], [0.03, 0.18, -0.05], [0.15, -0.06, 0.15], [-0.07, 0.01, -0.03], [0.04, -0.01, 0.00], [-0.01, -0.01, -0.02], [-0.05, -0.11, 0.06], [0.01, -0.03, 0.07], [0.04, 0.07, -0.10], [-0.02, -0.04, -0.04], [-0.06, 0.05, -0.01], [0.00, 0.00, 0.00], [0.00, 0.01, 0.00], [0.01, 0.00, 0.00], [0.01, 0.01, 0.01], [-0.03, 0.01, -0.01], [-0.01, -0.01, -0.01], [-0.01, 0.00, 0.00], [0.00, 0.00, 0.00], [0.01, -0.01, 0.00], [0.00, -0.01, 0.01], [0.04, 0.00, -0.03], [0.00, 0.01, 0.00], [0.01, 0.00, 0.00], [0.00, -0.01, 0.00], [0.02, -0.01, 0.01], [-0.04, -0.04, -0.21], [0.00, 0.00, -0.01], [0.00, -0.01, -0.01], [0.00, 0.00, -0.01], [0.01, 0.01, 0.01], [0.06, 0.03, 0.02], [0.02, 0.02, -0.01], [-0.09, -0.07, 0.00], [0.08, 0.09, 0.10], [-0.04, 0.14, -0.14], [0.18, -0.02, 0.06], [-0.10, -0.07, -0.03], [0.00, 0.00, -0.01], [0.02, 0.02, 0.02], [-0.01, 0.01, 0.02], [0.00, 0.00, 0.01], [-0.08, -0.08, 0.01], [0.02, 0.00, 0.02], [0.06, 0.04, 0.00], [-0.01, -0.08, 0.03], [0.09, 0.16, 0.04], [-0.28, -0.09, -0.17], [0.18, 0.07, 0.07], [-0.01, 0.01, 0.00], [-0.01, 0.00, 0.00], [-0.01, -0.02, -0.01], [-0.02, 0.05, -0.02]]}

***

3.
{"formula": "C37H32ClFIKN9O", "method": "wB97M-V/def2-TZVPD", "charge": -1, "e_lumo_ev": 2.186, "homo_ev": -2.298, "orbital_gap_ev": 4.48, "multiplicity": 1, "species": ["K", "C", "C", "C", "C", "N", "C", "C", "C", "C", "C", "C", "N", "H", "H", "H", "H", "H", "H", "H", "H", "N", "C", "C", "N", "C", "C", "N", "C", "C", "N", "H", "H", "H", "H", "H", "H", "Cl", "C", "C", "C", "I", "C", "O", "C", "N", "C", "C", "C", "C", "H", "H", "H", "H", "C", "C", "C", "C", "N", "N", "C", "H", "H", "H", "H", "H", "H", "H", "H", "F", "C", "C", "C", "C", "C", "C", "C", "H", "H", "H", "H", "H", "H"], "xyz": [[-0.586, 0.490, 0.255], [1.811, 1.441, 4.588], [3.087, 1.971, 4.598], [3.679, 2.321, 3.396], [2.974, 2.118, 2.210], [1.751, 1.592, 2.206], [1.180, 1.275, 3.362], [3.561, 2.482, 0.875], [4.725, 3.243, 0.782], [5.227, 3.560, -0.468], [4.554, 3.113, -1.590], [3.399, 2.364, -1.407], [2.913, 2.052, -0.209], [1.302, 1.169, 5.503], [3.620, 2.120, 5.530], [4.674, 2.738, 3.395], [0.167, 0.899, 3.300], [5.232, 3.601, 1.665], [6.129, 4.153, -0.559], [4.902, 3.338, -2.589], [2.833, 2.013, -2.263], [-2.615, -1.078, -3.806], [-3.281, 0.118, -3.941], [-2.919, 0.858, -2.857], [-2.046, 0.155, -2.070], [-1.877, -0.994, -2.665], [-1.056, -2.084, -2.155], [-0.779, -2.277, -0.887], [-0.029, -3.426, -0.854], [0.143, -3.919, -2.113], [-0.542, -3.065, -2.942], [-2.624, -1.843, -4.456], [-3.924, 0.324, -4.777], [-3.215, 1.862, -2.608], [0.373, -3.806, 0.072], [0.713, -4.745, -2.497], [-0.346, -2.954, -3.927], [-7.194, 3.305, 2.713], [-5.579, 2.644, 2.549], [-4.566, 3.154, 3.310], [-3.267, 2.650, 3.202], [-1.758, 3.456, 4.396], [-2.904, 1.608, 2.329], [-1.741, 1.133, 2.216], [-4.014, 1.088, 1.520], [-3.697, 0.097, 0.656], [-4.635, -0.417, -0.096], [-5.975, 0.010, -0.053], [-6.319, 1.014, 0.806], [-5.332, 1.595, 1.631], [-4.775, 3.958, 4.003], [-4.327, -1.199, -0.784], [-6.712, -0.450, -0.699], [-7.337, 1.375, 0.864], [-0.204, -4.082, 3.909], [0.573, -3.186, 3.005], [1.899, -3.183, 2.629], [2.036, -2.085, 1.748], [0.879, -1.468, 1.597], [0.009, -2.143, 2.364], [3.242, -1.613, 1.005], [0.449, -4.853, 4.314], [-1.019, -4.573, 3.376], [-0.634, -3.528, 4.745], [2.661, -3.875, 2.946], [-0.951, -1.836, 2.391], [4.136, -2.136, 1.345], [3.381, -0.542, 1.146], [3.124, -1.787, -0.066], [2.314, -3.307, -4.907], [1.881, -2.051, -4.504], [1.054, -1.310, -5.331], [0.577, -0.081, -4.913], [0.927, 0.503, -3.640], [0.496, 1.753, -3.250], [1.751, -0.354, -2.816], [2.217, -1.579, -3.246], [0.798, -1.695, -6.314], [-0.050, 0.496, -5.584], [-0.145, 2.338, -3.896], [0.735, 2.168, -2.279], [2.037, 0.000, -1.831], [2.845, -2.187, -2.604]], "atomic_forces_ev_per_a": [[0.67, -0.14, -0.88], [0.02, 0.00, 0.00], [0.00, 0.00, 0.02], [-0.04, -0.03, -0.03], [0.07, -0.01, -0.03], [-0.11, 0.12, -0.13], [0.04, -0.03, 0.05], [-0.01, 0.03, 0.08], [-0.03, 0.00, -0.01], [-0.01, -0.01, -0.01], [0.01, 0.01, 0.00], [0.03, -0.02, -0.04], [0.00, -0.03, 0.00], [-0.02, 0.00, 0.00], [0.00, -0.01, 0.00], [0.05, -0.01, -0.02], [-0.02, -0.01, 0.01], [0.00, 0.01, 0.04], [0.00, 0.00, 0.00], [-0.01, -0.01, -0.01], [0.03, 0.02, -0.02], [-0.04, 0.06, 0.03], [0.03, -0.01, -0.03], [0.05, -0.04, -0.04], [-0.21, 0.05, -0.06], [0.06, -0.10, -0.01], [-0.04, 0.08, 0.04], [-0.24, -0.08, -0.03], [0.14, 0.06, 0.01], [0.07, 0.02, 0.04], [-0.09, -0.05, -0.01], [0.02, 0.00, 0.01], [-0.01, 0.01, -0.02], [-0.03, 0.02, 0.02], [-0.03, -0.04, 0.02], [0.00, -0.03, 0.00], [0.08, 0.07, -0.01], [0.01, -0.01, 0.00], [-0.02, 0.02, 0.01], [-0.01, 0.01, 0.00], [-0.01, -0.01, 0.01], [-0.01, 0.01, 0.01], [-0.06, 0.00, 0.10], [-0.40, 0.18, 0.79], [0.00, -0.02, -0.02], [0.06, 0.00, 0.12], [0.00, -0.02, -0.05], [0.01, -0.01, -0.02], [-0.01, 0.02, 0.01], [-0.02, 0.00, -0.01], [0.00, 0.00, 0.00], [0.00, -0.01, -0.01], [0.00, -0.01, -0.01], [0.00, 0.00, 0.00], [0.00, -0.01, 0.01], [-0.02, -0.01, 0.01], [-0.02, 0.01, -0.01], [-0.01, -0.03, -0.02], [0.03, 0.05, 0.09], [-0.02, 0.00, -0.01], [0.01, 0.00, 0.01], [0.00, 0.00, 0.00], [0.00, 0.00, 0.00], [0.00, 0.00, 0.00], [0.01, -0.01, 0.01], [0.00, 0.01, -0.01], [0.00, 0.00, 0.00], [0.00, 0.02, -0.01], [0.00, -0.01, -0.01], [0.01, 0.01, -0.01], [0.01, -0.05, 0.02], [-0.03, 0.00, -0.03], [0.00, 0.01, -0.01], [-0.01, -0.02, 0.00], [0.15, 0.07, -0.06], [-0.06, 0.04, -0.01], [0.09, 0.02, -0.05], [-0.01, 0.00, 0.00], [-0.01, -0.01, -0.01], [-0.04, 0.01, 0.00], [-0.05, -0.05, 0.04], [-0.05, -0.08, 0.06], [0.00, 0.00, 0.03]]}

***

Q: Number 1 is which compound?
A: C37H32BiO6S5